A structure of composition C6H11NO at a distorted geometry, computed with the ωB97M-V functional and the def2-TZVPD basis.

Last column: Mulliken charge in e.
Positions of all 19 atoms, in Å:
C  -1.214185  -0.702259  0.904635  -0.62
C  -1.153989  0.673831  1.267245  -0.64
C  1.726016  -0.902429  0.298187  -1.35
C  -0.089611  1.668165  -0.360341  -1.35
C  -0.676729  -0.252016  -0.629612  1.02
C  0.736566  -0.822486  -0.831835  0.52
N  1.055577  -1.246240  -1.978449  -0.71
O  -1.534651  -0.225742  -1.505158  -0.70
H  0.282273  -1.149751  -2.638456  0.28
H  -0.534776  -1.371878  1.418213  0.30
H  -2.195783  -1.122849  0.718727  0.34
H  -0.442994  1.016957  2.005992  0.34
H  -2.031470  1.282776  1.090616  0.35
H  1.629619  -1.860160  0.814260  0.33
H  2.732142  -0.847710  -0.110710  0.37
H  1.599791  -0.111925  1.033204  0.30
H  -0.896929  2.393212  -0.394203  0.38
H  0.273729  1.610058  -1.384022  0.41
H  0.735402  1.970446  0.281705  0.41

Atomic forces in eV per Å
0.280 -0.309 -1.200
0.571 0.718 -1.081
-0.091 -0.050 0.030
-0.131 0.296 0.726
-1.002 -1.645 1.034
0.144 0.565 -0.329
-0.017 -0.118 0.176
0.451 0.402 0.209
-0.069 0.112 0.102
-0.053 0.008 0.007
0.019 0.001 0.078
-0.046 0.136 -0.028
0.137 0.001 0.115
-0.004 0.014 -0.012
-0.033 -0.010 -0.041
-0.058 0.074 0.041
0.012 0.079 0.194
-0.032 -0.455 -0.011
-0.075 0.179 -0.008

total charge = 0
gap between HOMO and LUMO = 8.7 eV
molar mass = 113.160 g mol⁻¹
calculated total energy = -365.0530 hartree